Record 1
The following is a DFT calculation (the ωB97M-V functional and the def2-TZVPD basis) of a single C10H14N2 molecule.

```
! RIJCOSX wB97M-V def2-TZVPD def2/J DEFGRID3
* xyz 0 1
C 0.64896 1.57550 -2.60410
C 0.18344 0.67874 -1.50586
C -0.48549 1.30519 -0.31761
C 0.36612 2.10392 0.51482
C 1.29175 1.59088 1.35949
C 1.21178 0.29379 1.93890
C 0.21081 -0.59499 1.74165
C -0.68369 -0.63201 0.60235
C -2.12280 -0.98127 0.88218
N -0.18799 -1.30114 -0.58569
C 0.33385 -2.63869 -0.44514
N 0.33500 -0.57680 -1.57879
H 1.07132 0.97808 -3.40704
H 1.40573 2.26645 -2.23094
H -0.18438 2.16335 -2.99096
H -1.47242 1.70714 -0.53847
H 0.25235 3.18122 0.45782
H 1.99522 2.26784 1.82391
H 1.87487 0.12432 2.77926
H 0.01013 -1.32084 2.52532
H -2.71378 -0.87813 -0.02678
H -2.53306 -0.33438 1.65658
H -2.19898 -2.01671 1.22557
H 0.75641 -2.92108 -1.40831
H 1.11476 -2.71281 0.32558
H -0.47993 -3.32759 -0.19375
*
```

Calculated values
**Molar mass**: 162.24 g/mol
**Energy above the lowest of the compared OMol25 structures with the same formula, charge and spin**: 78.0 kcal per mole
**Energy**: -13573.80403 eV
**Strongest force on any atom**: 3.2 eV/Å
**SMILES**: Cc1cccccc(C)n(C)n1
**HOMO**: -0.2814 Eh

Here are the natural (NBO) charges for atoms 1 to 8, given in e: -0.636 0.165 -0.252 -0.181 -0.231 -0.201 -0.240 0.194

***

Record 2
The following is a DFT calculation (the ωB97M-V functional and the def2-TZVPD basis) of a molecular structure, C10H14N2O2PdS.

```
! RIJCOSX wB97M-V def2-TZVPD def2/J DEFGRID3
* xyz -2 1
Pd 0.49160 1.48972 -1.01119
N 0.79357 -1.74007 -2.01972
C 1.63698 -2.18287 -0.90193
C 3.12843 -2.07482 -1.21530
C 3.68858 -0.65170 -1.25420
N 3.16532 0.19522 -2.32815
H 0.53627 -0.75890 -1.84425
H -0.10307 -2.21080 -1.95181
H 1.41245 -3.23545 -0.69614
H 1.41290 -1.61156 0.00761
H 3.31257 -2.55900 -2.18413
H 3.68899 -2.64549 -0.46245
H 4.78274 -0.71874 -1.33528
H 3.46600 -0.15358 -0.30626
H 2.79086 -0.39270 -3.06421
H 2.35036 0.71018 -1.95576
O -3.62950 0.22514 -1.08069
C -2.59103 0.85513 -0.76985
O -1.74206 1.28344 -1.59092
C -2.47045 1.15595 0.75412
C -3.73052 1.37204 1.33521
C -3.93204 1.66623 2.67125
C -2.81603 1.72326 3.50320
C -1.56751 1.50115 2.96734
C -1.32791 1.22549 1.59767
S 0.38277 0.94029 1.23557
H -4.57960 1.27872 0.67133
H -4.93297 1.83385 3.05612
H -2.92297 1.93964 4.56301
H -0.69476 1.54025 3.60984
*
```

Calculated values
**Molar mass**: 332.72 g/mol
**Energy above the lowest of the compared OMol25 structures with the same formula, charge and spin**: 12.8 kcal per mole
**Energy**: -31987.16979 eV
**Strongest force on any atom**: 0.2 eV/Å
**HOMO**: 0.0318 Eh

Here are the natural (NBO) charges for atoms 1 to 8, given in e: -0.050 -0.879 -0.234 -0.408 -0.220 -0.862 0.387 0.350